[1]
# C33H31BiN9O3S3Sb

A molecular structure, C33H31BiN9O3S3Sb (ωB97M-V/def2-TZVPD, the Open Molecules 2025 dataset).

CARTESIAN COORDINATES (ANGSTROEM)
N  -8.7122  -4.0416  -3.4385
H  -2.9019  0.1023  -5.9543
C  2.3422  -0.0856  4.2504
H  4.3471  -0.2261  -0.6617
N  0.4115  2.9086  -0.9260
C  1.3772  1.4969  -2.1692
C  0.7954  3.6110  -2.0244
H  3.2605  -0.6332  4.4270
H  -0.4002  3.5304  3.5419
C  -6.0764  -2.3245  -4.9487
C  1.2613  -0.2424  5.1202
H  -6.8193  -2.2667  -5.7325
S  -1.3559  -3.0662  -0.4561
C  -1.4682  -1.5807  -3.6015
C  -0.8892  -0.1176  -5.0433
C  -2.0051  4.9815  0.9366
C  4.2552  0.1396  0.3482
O  -1.5992  -0.3159  1.4524
H  1.4308  -2.2463  -3.6687
H  -3.6782  6.2069  1.5071
C  1.4301  2.7289  -2.8585
H  1.2870  -4.7600  -0.7276
C  -1.6507  4.6790  2.2472
C  2.0110  -3.3526  -1.9618
C  -3.0894  5.9743  0.6202
C  1.3803  -1.1485  6.3073
Sb  -0.7782  -4.3026  1.7035
H  -1.0573  1.4942  3.3670
C  -2.3669  0.3881  0.6957
H  -2.6704  6.9098  0.2421
N  1.6452  -4.6251  -1.6642
C  -4.8265  -1.7669  -5.1357
H  1.5221  -2.1779  5.9698
H  -3.2413  0.8071  1.2273
H  1.7340  0.5271  -2.4783
H  -3.7651  5.5854  -0.1426
C  -5.4199  -3.0452  -2.7453
C  -0.3047  3.4295  0.1731
C  -0.6802  3.7326  2.5171
C  -3.8675  -1.8480  -4.1301
C  -2.2096  -0.3442  -5.2651
C  0.0414  0.3397  4.7723
C  0.0029  3.0548  1.4949
C  -0.0871  1.1080  3.6420
H  -1.5903  4.5272  -1.1167
H  -3.4522  -2.5211  -2.1157
H  2.2351  -0.8789  6.9309
H  -0.8335  0.1358  5.3769
H  -2.1480  5.1804  3.0695
N  -2.5895  -1.2881  -4.3278
O  2.2218  -2.5315  -1.0820
C  1.0172  1.3516  2.7815
Bi  0.1117  -1.1322  0.2734
H  3.1573  -2.5713  -3.5670
C  -7.6763  -3.5617  -3.5745
H  1.2252  -5.1870  -2.3836
N  3.0705  0.1478  0.9247
C  2.2190  0.6398  3.0917
C  -4.1714  -2.4823  -2.9259
C  5.2587  0.6156  1.2190
H  6.3116  0.7272  1.0264
H  0.4796  -1.1193  6.9183
H  4.9217  1.3002  3.3271
N  0.7729  1.6218  -1.0076
H  -5.6548  -3.5328  -1.8090
C  4.5900  0.9066  2.3812
O  -2.2077  0.5925  -0.5008
S  -2.5637  -4.0349  3.0596
H  2.0508  -3.8681  -4.0788
N  1.0302  2.1682  1.7207
C  -1.3168  4.3393  -0.0853
H  1.8724  2.9403  -3.8168
C  -6.3793  -2.9729  -3.7547
H  -0.2399  0.5737  -5.5544
N  -0.4324  -0.9013  -4.0072
C  2.1704  -3.0088  -3.4193
H  0.6127  4.6687  -2.1044
H  -1.4863  -2.3026  -2.7969
N  3.2836  0.6279  2.1607
S  0.8098  -2.4513  2.2876
H  -4.5941  -1.2858  -6.0749

Net charge: -1
Gap between HOMO and LUMO (alpha / beta) (eV): 6.108 / 4.633
HOMO energy (alpha / beta) (eV): -3.94 / -3.94
⟨S²⟩: 0.8003
Spin multiplicity: 2

***

[2]
# C33H31BiN9O3S3Sb

A molecular structure, C33H31BiN9O3S3Sb at a distorted geometry (ωB97M-V/def2-TZVPD, the Open Molecules 2025 dataset).

CARTESIAN COORDINATES (ANGSTROEM)
C  -2.1505  8.0346  -0.3070
H  -4.0816  3.6317  1.3643
H  1.9730  2.8817  -0.6874
C  5.5669  -1.2770  0.6198
H  0.0453  3.4583  0.4380
N  3.6160  -2.2690  0.4203
Sb  1.7685  0.6057  4.3797
H  2.7966  -7.0086  2.1206
H  5.3395  -3.4917  0.3525
C  -1.0942  -2.8325  3.0350
C  -2.9614  6.2144  1.0413
O  -1.2979  -1.7279  0.0953
C  -2.6140  1.9600  1.3720
C  1.7183  -5.3413  1.2390
H  -3.7413  8.2063  1.1228
C  4.5155  -0.3497  0.6789
C  -0.1841  2.5689  -1.2530
H  -0.4443  5.1845  -0.9757
H  -3.2213  -1.8458  4.2253
C  -1.2541  -1.4099  -6.3295
C  -0.9519  3.1316  0.6953
H  -0.1179  -3.6454  -5.2144
N  -2.2799  10.5171  -1.0517
H  -1.5284  -2.3814  -6.7449
H  -0.5969  -0.9151  -7.0534
C  1.8281  -6.5072  2.2003
H  -3.1422  1.0740  1.6919
Bi  1.0098  -0.4169  1.2824
C  -2.2224  9.4160  -0.7200
C  4.9439  -2.4925  0.4420
H  -0.1819  -5.9131  0.4250
C  -0.0381  -2.7759  -4.5628
C  -1.5596  -1.4017  3.1569
H  -0.6205  -3.0041  2.0683
C  1.4723  -3.0630  -0.5227
H  -1.7171  1.2231  -2.1781
C  1.1933  2.2780  -1.1378
H  -1.9394  -3.5151  3.1387
C  -0.5815  -1.5673  -4.9825
C  -0.7065  1.4712  -1.8931
O  -2.8474  -1.4743  1.7200
H  1.7181  -6.1743  3.2390
C  -3.0929  3.2237  1.2307
N  -2.4532  -1.1935  4.2102
C  -1.1594  5.8504  -0.5115
N  -1.2687  1.9171  1.0391
H  1.0198  -3.8640  -3.0593
C  0.6156  -5.1751  0.3961
H  -0.5309  7.5635  -1.6318
C  0.7420  -1.8298  -2.4242
C  -0.4211  -0.4856  -4.1280
H  4.5427  0.7235  0.8182
H  -2.1640  -0.8066  -6.2543
H  -2.7629  -0.2342  4.2475
N  3.3480  -0.9578  0.5295
C  0.4874  -4.0850  -0.4440
N  1.3666  -1.9062  -1.2227
N  0.3198  0.6204  -2.1322
C  -1.2109  7.1804  -0.8816
C  0.2248  -0.5893  -2.9053
S  2.0520  -1.5558  3.3163
C  2.5691  -3.2475  0.3645
S  1.9053  1.7428  2.2179
H  -3.2853  -1.6134  -0.2289
C  -2.0421  5.3548  0.4455
S  3.9746  0.8840  5.1391
H  -0.3666  -3.0168  3.8247
H  6.6272  -1.0894  0.6905
H  -0.4141  -3.9557  -1.0290
H  -0.7116  3.4521  -0.9274
H  -3.6186  5.8442  1.8173
C  0.5946  -2.9091  -3.3378
N  -2.0163  3.9915  0.7983
C  -2.4548  -1.6135  0.4991
H  -0.7975  0.4887  -4.4337
N  1.4929  1.1037  -1.6784
O  -0.7708  -0.4201  2.9247
C  2.6761  -4.3464  1.2144
H  3.5281  -4.4003  1.8914
C  -3.0217  7.5422  0.6609
H  1.0481  -7.2446  2.0033

Net charge: -1
Gap between HOMO and LUMO (alpha / beta) (eV): 5.399 / 3.891
HOMO energy (alpha / beta) (eV): -3.72 / -3.71
⟨S²⟩: 0.7570
Spin multiplicity: 2

***

[3]
# C33H31Br2FN9O7Ti

A molecular structure, C33H31Br2FN9O7Ti (ωB97M-V/def2-TZVPD, the Open Molecules 2025 dataset).

CARTESIAN COORDINATES (ANGSTROEM)
H  -0.3785  0.1652  2.4325
H  -0.1850  -0.8390  5.1249
H  -0.4775  -7.2010  -1.7258
H  -5.4402  3.3973  0.0794
H  0.5034  -2.4821  1.8172
H  -0.1020  0.6556  -2.8485
C  2.3485  1.5770  -0.8920
C  1.9719  0.8777  -3.4810
H  5.5372  -1.1522  -4.2338
N  1.0923  1.2692  -1.3160
C  5.0574  -1.4417  -3.3050
H  1.7697  0.6411  -4.5173
C  -1.1303  -5.2653  -1.4950
Br  2.3758  -4.3269  -2.0061
C  3.6056  2.4294  0.9510
Br  -1.9660  2.5070  8.3458
C  -3.3630  2.9974  -0.3846
H  -4.2120  2.0595  1.3375
C  -1.2197  2.1425  4.3145
H  5.7301  2.6060  0.5500
C  -4.8000  4.4527  -1.6338
C  -3.2907  2.1288  0.7546
H  -0.8192  -0.0558  7.3944
N  -1.2256  -4.0940  -2.0870
H  -1.6465  -3.5317  2.5393
C  3.4776  1.4824  -1.7037
H  -1.6754  -3.2791  -1.6452
C  -2.1462  -4.4763  0.6838
N  -0.2041  -0.1581  1.4630
C  -0.5984  0.1559  5.2641
C  3.2427  1.1643  -3.0592
H  -1.3017  2.7412  3.4145
H  -0.9465  -4.0056  -3.0489
N  -0.6199  -6.3119  -2.1699
H  -1.3612  -6.3682  0.1393
O  1.2650  1.9017  1.1322
O  -1.2825  0.2182  -0.7743
C  -0.3240  -2.6236  1.1189
H  -1.9448  -1.3023  1.7128
H  3.9913  -3.0984  -4.1647
H  4.0650  1.1680  -3.7648
N  -0.7382  0.9032  4.1647
H  4.9981  -0.5630  -0.0405
C  -1.1234  -3.8330  1.6267
C  -1.5985  -0.9402  -0.3403
C  -1.5879  2.6691  5.5414
H  -1.6951  4.4122  -2.9838
O  -6.2605  5.7698  -2.8236
N  6.2413  0.3957  -2.2529
O  -2.2537  -1.7652  -0.9786
C  -1.0758  -1.2702  1.0562
H  -1.9666  3.6805  5.6163
C  4.7552  -1.1038  -0.9470
H  3.6621  2.8206  1.9588
N  -6.1269  5.0569  -1.8490
C  4.1934  -2.5287  -3.2681
N  -1.5240  -5.4519  -0.2396
C  3.6105  -2.8804  -2.0661
O  -2.3257  1.4577  1.1549
Ti  -0.4387  1.7137  0.2853
O  -7.0047  4.8047  -1.0460
F  -0.7351  3.2602  1.1712
H  0.7696  -0.4207  1.3995
C  -0.9437  0.5862  6.5321
O  -1.1092  2.7166  -1.1964
C  2.4082  1.9948  0.4601
N  6.0147  1.4936  -1.7112
H  0.1205  -2.8554  0.1458
C  -1.4545  1.8665  6.6574
C  -3.7518  4.7580  -2.5086
C  -4.6136  3.6038  -0.5903
H  -0.2065  -6.1790  -3.0750
C  5.2995  -0.6979  -2.1629
C  4.7644  2.3195  0.1468
H  -2.8750  -5.0379  1.2638
H  -2.6875  -3.7277  0.1122
H  -3.9312  5.4498  -3.3200
C  4.7376  1.7721  -1.1045
C  0.9107  0.9109  -2.5640
H  -0.4185  -4.6172  1.9131
H  3.4889  -2.5244  0.0489
C  -2.2873  3.2728  -1.2798
C  3.9096  -2.2013  -0.8943
C  -2.5234  4.1836  -2.3261

Net charge: +1
Gap between HOMO and LUMO (eV): 7.319
HOMO energy (eV): -10.21

***

Energy relative to the best compared isomer or geometry (same formula, charge and spin), respectively: 60.96, 361.62, 15.75 kJ/mol.